Entry 1:
The following is a quantum chemistry calculation of a molecular structure, C26H25BBrF4Ge2N4O7Sn, from the OMol25 dataset.

XYZ file:
```
71
Properties=species:S:1:pos:R:3:forces:R:3:mulliken_spin:R:1
Sn -0.09780 0.19324 -2.84083 0.49 -0.06 0.17 0.000
C -1.75585 3.49855 0.50013 0.03 -0.09 -0.06 0.019
Ge -1.65293 3.04414 2.37113 -0.23 0.53 0.10 0.273
C -0.09697 3.65003 3.33290 0.14 -0.22 0.07 0.018
C -3.28445 3.39843 3.34237 -0.12 -0.31 0.07 0.033
Ge -1.35573 0.19247 1.99258 0.46 0.16 -0.54 0.318
C -2.62983 -0.08762 0.55529 0.01 -0.01 0.19 0.125
C -3.82451 0.62941 0.67253 0.05 -0.10 -0.04 0.062
C -4.88240 0.37289 -0.18851 -0.07 0.06 -0.05 0.008
C -4.76019 -0.60696 -1.16539 0.05 -0.05 0.01 0.001
C -3.57773 -1.33178 -1.27949 0.10 0.01 0.13 0.005
C -2.50818 -1.08338 -0.42236 -0.34 0.13 0.05 -0.010
C -0.93077 -1.04512 3.38913 -0.08 0.54 -0.34 0.055
C -0.76860 -0.57686 4.69198 0.09 -0.34 0.09 0.023
C -0.58437 -1.50509 5.70618 -0.02 0.07 0.05 0.004
C -0.57001 -2.86455 5.40850 0.01 0.02 -0.06 0.003
C -0.72314 -3.30877 4.09770 0.00 -0.04 -0.06 0.007
C -0.91955 -2.40170 3.06459 0.01 -0.03 0.42 -0.022
H -1.96666 4.57426 0.46933 0.01 -0.08 0.01 0.010
H -2.56957 2.96614 0.01432 0.00 0.05 -0.07 0.005
H -0.81533 3.29354 -0.00125 0.02 0.03 -0.10 -0.004
H 0.13708 4.64518 2.94215 0.00 -0.05 0.03 0.008
H 0.77588 3.01042 3.21178 -0.03 0.09 0.03 0.008
H -0.34232 3.72584 4.39027 0.07 0.03 0.02 -0.001
H -3.26192 4.47867 3.52740 0.00 -0.05 0.00 0.020
H -3.31187 2.88403 4.30111 -0.04 0.05 0.03 0.007
H -4.17604 3.15485 2.76835 0.00 0.07 0.05 -0.001
H -3.94899 1.36938 1.45759 -0.02 -0.06 -0.10 -0.039
H -5.80772 0.93040 -0.08728 0.09 -0.08 0.00 0.001
H -5.59963 -0.83245 -1.81427 0.10 0.06 0.03 0.000
H -3.48895 -2.13311 -2.00541 -0.06 0.09 0.02 0.001
H -1.63937 -1.71447 -0.48545 0.33 -0.06 0.04 0.007
H -0.78099 0.48163 4.92090 0.02 0.00 -0.02 -0.020
H -0.45499 -1.16397 6.72718 -0.02 -0.08 -0.08 0.000
H -0.44159 -3.58666 6.20756 0.03 0.07 -0.09 0.000
H -0.68807 -4.36740 3.86844 -0.02 0.06 0.07 0.001
H -1.04335 -2.75276 2.05032 0.02 0.01 -0.05 -0.003
Br 2.83440 -3.81209 -6.32583 0.08 -0.07 0.01 0.000
C 1.37675 -2.66095 -6.12076 0.11 -0.14 -0.15 0.000
C 0.58555 -2.31293 -7.20134 -0.23 0.13 -0.23 0.000
C -0.48814 -1.45473 -6.99784 0.09 -0.11 -0.23 0.000
C -0.72003 -0.96910 -5.73022 0.06 -0.07 0.14 0.000
N 0.06085 -1.29897 -4.69277 0.41 0.03 0.14 0.000
C 1.09459 -2.13462 -4.88148 -0.31 0.20 0.23 0.000
H 0.80628 -2.70215 -8.18908 -0.03 0.03 0.09 0.000
H -1.12447 -1.15559 -7.82076 0.02 -0.05 0.06 0.000
H -1.55322 -0.30613 -5.53066 0.00 0.09 0.03 0.000
H 1.69604 -2.38484 -4.02051 0.04 0.03 0.09 0.000
O 6.18989 0.16171 1.94359 -0.12 -0.04 -0.91 0.000
N 6.06653 0.12051 0.73014 0.54 -0.13 0.17 0.000
O 6.92845 -0.18090 -0.08015 -0.69 0.25 0.62 0.000
C 4.73405 0.47116 0.18129 0.53 -0.07 0.04 -0.001
C 3.70490 0.68398 1.03347 -0.25 0.07 0.37 0.002
C 2.43674 0.99093 0.52558 -0.59 0.03 -0.25 -0.009
C 2.19462 1.12206 -0.90306 -0.27 0.03 0.24 0.003
O 1.09813 1.49545 -1.42002 -0.20 -0.27 0.48 0.000
C 3.33159 0.79646 -1.70914 -0.13 0.04 -0.06 -0.001
C 4.56111 0.50145 -1.19225 0.25 -0.11 -0.30 0.001
N 3.19218 0.74676 -3.16152 0.16 0.20 0.05 0.000
O 2.07201 0.47101 -3.65471 -0.17 -0.11 -0.16 0.000
O 4.14687 0.93728 -3.85667 -0.30 -0.11 0.33 0.000
N 1.39153 0.95497 1.49057 0.19 0.15 0.27 -0.005
O 0.15254 1.22513 1.13336 0.68 -0.62 -0.09 0.106
O 1.62567 0.68964 2.64129 -0.36 0.13 -0.61 0.009
H 3.86698 0.58158 2.09639 0.01 0.01 0.03 0.000
H 5.39430 0.26249 -1.83779 0.07 0.02 -0.06 0.000
F 0.99016 -3.37038 -0.44414 0.32 1.04 -0.10 0.000
B 1.38393 -2.05462 -0.39664 -0.38 -0.44 1.01 -0.017
F 2.72109 -1.80906 -0.15949 -0.79 -0.21 -0.31 0.000
F 0.56825 -1.32132 0.57779 0.37 -0.44 -0.78 -0.008
F 1.02734 -1.41504 -1.71813 -0.16 0.13 -0.19 0.000
```
Forces are in eV/Å.

Output
⟨S²⟩	0.751
maximum force	1.16	eV Å⁻¹
multiplicity	2
E_LUMO (alpha / beta)	-7.48 / -8.82	eV
calculated total energy	-248094.80398	eV
charge	+2
energy relative to the best compared isomer or geometry (same formula, charge and spin)	78.2	kJ/mol
highest occupied orbital energy (alpha / beta)	-14.3 / -14.3	eV

=====

Entry 2:
The following is a quantum chemistry calculation of a molecular structure, C26H25Cl2CoN6O2S5, from the OMol25 dataset.

XYZ file:
```
67
Properties=species:S:1:pos:R:3:forces:R:3:mulliken_spin:R:1
Co 0.24066 0.05785 0.18781 0.22 -0.11 -0.54 2.717
Cl -3.42429 -1.66563 5.69406 -0.11 -0.23 0.22 0.000
C -2.60775 -0.75085 4.47563 0.04 0.50 0.05 -0.001
C -1.89770 -1.42429 3.49887 0.13 0.06 -0.16 0.001
C -1.26693 -0.70979 2.48180 -0.58 0.31 0.56 0.016
N -0.59641 -1.25516 1.41620 0.21 -1.19 -0.53 0.048
C -0.76761 -2.52512 1.00990 -0.28 0.99 0.89 0.011
O -1.46887 -3.39756 1.51850 0.07 -0.55 -0.17 0.013
C 0.01016 -2.80969 -0.23634 0.22 -0.13 -0.49 0.003
C 0.23866 -4.12536 -0.62430 -0.10 0.07 0.05 0.001
C 0.95837 -4.37595 -1.77602 0.05 0.41 -0.10 0.000
C 1.42368 -3.28814 -2.50800 -0.29 -0.24 -0.05 0.002
C 1.14258 -2.01103 -2.05916 -0.17 0.01 -0.25 0.002
N 0.45162 -1.75820 -0.95042 0.17 -0.73 0.08 0.000
C -1.32787 0.71350 2.48683 -0.49 -0.41 0.74 0.011
C -2.02680 1.37187 3.49818 0.15 -0.04 -0.21 -0.001
C -2.67154 0.63904 4.47620 0.04 -0.48 0.00 0.000
Cl -3.56880 1.48290 5.69025 -0.14 0.19 0.21 0.000
N -0.65117 1.32180 1.46289 0.33 1.33 -0.52 0.036
C -0.77980 2.62333 1.15286 -0.38 -1.04 0.75 0.016
O -1.55013 3.45824 1.63236 0.18 0.44 -0.11 0.015
C 0.17378 3.00496 0.06879 0.20 0.08 -0.59 0.001
C 0.58078 4.32619 -0.06863 -0.07 -0.02 0.01 0.002
C 1.47474 4.65545 -1.06820 0.08 -0.42 -0.08 0.001
C 1.92766 3.63963 -1.90653 -0.10 0.28 0.04 0.002
C 1.45760 2.35614 -1.71065 -0.05 -0.08 -0.24 0.003
N 0.59675 2.02631 -0.75106 0.15 0.71 0.25 -0.008
H -1.84097 -2.50018 3.51296 -0.09 0.02 -0.03 0.001
H -0.16062 -4.91155 -0.00107 -0.02 -0.01 0.04 0.000
H 1.16221 -5.38604 -2.09804 0.05 -0.08 -0.01 0.000
H 2.00314 -3.43089 -3.40591 0.08 0.03 -0.09 0.000
H 1.49305 -1.14809 -2.61022 0.08 0.09 0.01 -0.002
H -2.07158 2.44970 3.49962 -0.07 -0.07 0.01 0.001
H 0.18339 5.05138 0.62468 -0.05 0.04 0.02 0.000
H 1.82492 5.66919 -1.19346 0.02 0.09 0.00 0.000
H 2.63047 3.84144 -2.70044 0.04 -0.01 -0.05 0.000
H 1.76969 1.54939 -2.36229 0.13 -0.05 0.06 -0.002
C 3.98946 0.62439 3.59685 0.27 -0.26 -0.21 0.003
S 5.37777 0.37352 2.44584 -0.12 0.06 0.07 0.000
C 4.85756 -0.99328 1.47350 -0.04 -0.05 -0.01 0.017
C 3.74753 -1.04205 0.69060 0.42 -0.48 0.16 -0.004
S 2.64643 0.25114 0.51513 -0.21 0.54 -0.29 0.052
S 3.61655 -2.52051 -0.28103 0.71 0.28 0.62 0.003
C 5.16169 -3.21844 0.13316 -0.21 0.45 0.20 0.001
S 5.75533 -4.55852 -0.59804 0.09 -0.38 -0.09 0.000
S 5.99160 -2.33371 1.37435 -0.51 -0.03 -0.38 0.002
H 4.21828 1.54500 4.12352 0.02 0.10 0.10 0.000
H 3.93137 -0.20374 4.29591 -0.05 -0.03 0.07 0.000
H 3.06410 0.73609 3.04079 -0.04 0.01 -0.01 -0.002
C -4.12769 -1.42847 -3.35236 0.19 0.26 0.12 0.000
C -3.10736 -0.32626 -3.06281 -0.17 0.12 -0.23 0.002
C -2.07897 -0.28232 -4.20932 -0.16 -0.01 0.30 -0.001
C -3.81726 1.02793 -2.94776 0.12 -0.28 -0.02 0.001
N -2.52074 -0.65072 -1.76223 0.02 -0.02 0.21 -0.001
N -1.61242 0.31386 -1.24933 0.04 0.05 -0.33 0.039
H -4.66189 -1.21809 -4.27669 -0.04 -0.04 -0.09 0.000
H -4.83536 -1.49294 -2.53119 -0.11 -0.03 0.07 0.000
H -3.62299 -2.38722 -3.44891 0.02 -0.18 -0.04 0.000
H -2.59803 -0.19116 -5.16082 0.01 0.07 -0.14 0.000
H -1.48946 -1.19755 -4.22567 0.06 -0.13 -0.02 0.000
H -1.39905 0.56356 -4.11544 0.09 0.09 -0.01 0.000
H -4.37045 1.24132 -3.86013 -0.04 0.03 -0.08 0.000
H -3.10512 1.83654 -2.78418 -0.01 0.05 -0.03 0.000
H -4.50960 1.00580 -2.10955 -0.11 0.02 0.08 0.000
H -2.06487 -1.55933 -1.79190 0.10 0.20 0.08 0.001
H -2.15115 1.01977 -0.74867 0.19 -0.15 -0.08 -0.004
H -1.09899 0.77759 -2.00354 -0.18 -0.03 0.20 -0.002
```
Forces are in eV/Å.

Output
⟨S²⟩	3.761
maximum force	1.47	eV Å⁻¹
multiplicity	4
E_LUMO (alpha / beta)	2.11 / 2.11	eV
calculated total energy	-157256.57652	eV
charge	-1
energy relative to the best compared isomer or geometry (same formula, charge and spin)	15.4	kJ/mol
highest occupied orbital energy (alpha / beta)	-4.5 / -4.5	eV

=====

Entry 3:
The following is a quantum chemistry calculation of a molecular structure, C26H25F10MoN3SbSe, from the OMol25 dataset.

XYZ file:
```
67
Properties=species:S:1:pos:R:3:forces:R:3:mulliken_spin:R:1
Mo 0.41315 -0.60043 -0.32438 -0.48 -0.01 1.10 2.166
C 2.45636 -2.40597 -1.69681 -0.11 -0.24 -0.79 0.012
N 2.23577 -1.76819 -0.39802 -0.16 0.12 -0.02 -0.115
C 2.16678 -2.81323 0.65273 -0.39 -0.62 0.71 0.027
C 0.70270 -3.15339 0.90393 0.30 -0.44 -0.45 -0.036
N 0.03587 -1.88889 1.12250 0.62 -0.28 0.02 -0.047
C -0.79213 -1.68725 2.17709 -1.27 0.46 1.12 0.018
C -0.83806 -2.39420 3.39903 0.03 0.26 -0.27 -0.005
F 0.02900 -3.38906 3.65285 -0.07 0.12 0.01 0.000
C -1.73201 -2.07259 4.41173 -0.09 0.15 -0.14 0.002
F -1.69176 -2.77369 5.53802 -0.09 0.11 -0.07 0.000
C -2.63675 -1.02199 4.27118 0.26 -0.10 -0.24 -0.004
F -3.46896 -0.71100 5.25730 0.09 -0.01 -0.17 0.000
C -2.62380 -0.29320 3.08215 0.12 -0.01 0.01 0.003
F -3.44198 0.73904 2.90138 0.02 -0.14 0.07 0.000
C -1.72875 -0.63614 2.08513 0.24 -0.35 0.19 0.004
F -1.72553 0.09536 0.92377 0.28 -0.15 0.09 0.014
C 3.30796 -0.81061 -0.09039 0.47 0.81 0.32 0.024
C 2.87537 0.09900 1.06235 0.50 -0.30 0.02 0.005
N 1.52587 0.58514 0.81771 0.57 -0.05 -0.06 -0.056
C 1.12722 1.68649 1.52069 -0.55 1.36 0.68 0.010
C 0.08618 2.50434 1.03716 0.22 0.01 0.05 -0.003
F -0.49095 2.20015 -0.16524 0.11 -0.02 0.43 0.018
C -0.36358 3.64726 1.67467 0.08 -0.07 0.11 0.003
F -1.33154 4.36235 1.10937 0.09 -0.01 0.14 0.000
C 0.21419 4.04683 2.87784 0.12 -0.29 -0.14 -0.003
F -0.20134 5.13805 3.50779 0.04 -0.13 -0.10 0.000
C 1.24167 3.26728 3.40276 -0.14 0.07 -0.19 0.002
F 1.82197 3.60826 4.54686 -0.13 0.00 -0.07 0.000
C 1.67343 2.12040 2.74924 -0.17 -0.09 -0.21 -0.003
F 2.62777 1.39928 3.36691 -0.16 0.13 -0.07 0.000
H 3.42044 -2.92109 -1.72179 -0.01 0.05 0.08 0.004
H 2.43058 -1.65715 -2.49307 0.02 -0.09 0.13 -0.001
H 1.65967 -3.13135 -1.88517 0.14 0.08 0.03 0.002
H 2.57722 -2.42156 1.58849 0.00 -0.02 -0.24 -0.002
H 2.74810 -3.69455 0.36526 0.02 0.16 -0.10 0.002
H 0.61299 -3.87196 1.71695 -0.02 0.19 -0.08 0.007
H 0.25739 -3.61114 0.00348 0.10 -0.07 0.13 -0.006
H 3.50837 -0.20485 -0.98542 -0.08 -0.21 0.15 -0.003
H 4.23060 -1.33902 0.18294 -0.11 0.01 -0.15 0.010
H 3.58915 0.92955 1.13919 -0.07 -0.17 0.01 0.002
H 2.91175 -0.45479 2.01192 0.09 0.14 -0.19 -0.006
Se -0.97467 -1.79419 -1.87009 -0.58 -0.72 -1.56 -0.036
C -2.81859 -1.25004 -1.94301 0.30 0.05 0.18 0.038
C -3.74720 -1.85831 -1.11376 0.13 -0.01 0.07 -0.003
C -5.07233 -1.46572 -1.19231 -0.06 -0.05 0.01 0.003
C -5.45910 -0.48203 -2.08735 -0.04 0.01 0.03 -0.003
C -4.52224 0.10409 -2.92142 -0.10 0.04 -0.08 0.003
C -3.19770 -0.28451 -2.85944 0.18 0.04 0.00 -0.005
H -3.43613 -2.63072 -0.42140 -0.03 0.01 0.01 0.001
H -5.80440 -1.94061 -0.55916 -0.11 -0.03 0.10 0.000
H -6.49163 -0.17568 -2.13828 -0.12 0.02 -0.02 0.000
H -4.82340 0.85431 -3.63497 -0.06 0.11 -0.07 0.000
H -2.45802 0.15364 -3.51563 -0.03 0.03 -0.03 0.003
C 2.25462 2.98486 -1.76639 -0.08 -0.26 0.05 0.000
Sb 1.17335 1.24077 -2.37181 0.34 0.60 -1.02 -0.053
C 2.44345 0.66875 -4.01425 -0.14 -0.06 0.24 -0.001
C -0.26764 2.25646 -3.57584 0.04 -0.20 0.18 0.009
H 2.52663 3.54054 -2.65736 0.04 0.04 -0.14 -0.001
H 3.15688 2.72949 -1.21939 0.09 -0.05 0.08 0.000
H 1.62573 3.61114 -1.14213 -0.08 0.04 0.09 0.000
H 2.49830 1.50676 -4.70273 -0.01 0.11 -0.02 -0.001
H 2.01705 -0.18267 -4.53981 -0.04 -0.06 0.00 0.001
H 3.45154 0.42162 -3.68865 0.03 -0.02 0.07 0.000
H 0.24378 3.06897 -4.08603 0.04 0.04 0.01 -0.001
H -1.07182 2.65273 -2.96279 -0.06 0.01 0.02 0.001
H -0.66679 1.56886 -4.31608 -0.06 -0.05 -0.03 0.000
```
Forces are in eV/Å.

Output
⟨S²⟩	2.028
maximum force	1.81	eV Å⁻¹
multiplicity	3
E_LUMO (alpha / beta)	-4.39 / -4.25	eV
calculated total energy	-132743.43008	eV
charge	+1
energy relative to the best compared isomer or geometry (same formula, charge and spin)	141.6	kJ/mol
highest occupied orbital energy (alpha / beta)	-10.7 / -10.9	eV

=====

Entry 4:
The following is a quantum chemistry calculation of 2 unconnected molecules or ions with the total composition C26H25N2O2, from the OMol25 dataset.

XYZ file:
```
55
Properties=species:S:1:pos:R:3:forces:R:3:lowdin_charge:R:1
C 3.34382 -0.47324 2.09287 -0.31 -0.04 -0.07 -0.075
C 2.60426 -1.65889 2.22202 -0.10 0.28 0.13 -0.070
C 1.21555 -1.60547 2.39048 0.20 0.42 -0.11 -0.036
C 0.55850 -0.36128 2.39085 0.12 -0.03 0.15 -0.146
C -0.93705 -0.23985 2.44121 -0.89 0.49 0.40 -0.306
N -1.48756 0.85295 2.88811 0.76 -0.60 -0.97 0.019
C -2.90890 1.04927 2.63647 0.21 0.15 -0.05 -0.221
C -3.73633 -0.21903 2.70936 -0.33 -0.01 0.46 -0.175
C -3.10501 -1.38691 1.98007 0.07 -0.05 -0.39 -0.170
N -1.65303 -1.30084 1.98491 0.61 -0.25 -0.18 0.064
C 1.30816 0.81896 2.28091 0.26 -0.20 -0.12 -0.039
C 2.69505 0.76914 2.10760 -0.18 -0.35 0.24 -0.068
H 4.42728 -0.52068 1.98022 -0.30 0.00 -0.03 0.107
H 3.11148 -2.62792 2.19765 -0.18 0.39 0.07 0.110
H 0.65364 -2.52842 2.54610 0.18 0.24 -0.12 0.110
H -3.24956 1.75893 3.39977 -0.20 -0.03 -0.26 0.104
H -3.05992 1.52749 1.64551 0.24 -0.13 0.40 0.127
H -3.88524 -0.47816 3.75880 0.01 -0.02 0.02 0.113
H -4.71900 -0.02985 2.27676 -0.07 -0.06 0.13 0.115
H -3.39965 -2.32968 2.44900 -0.03 0.07 -0.08 0.122
H -3.45914 -1.40472 0.94397 0.09 -0.06 0.05 0.121
H -1.13869 -2.06841 1.57297 -0.19 0.26 0.07 0.129
H 0.78710 1.77548 2.31674 0.11 -0.27 -0.17 0.098
H 3.26294 1.69580 1.98675 -0.18 -0.37 0.09 0.109
C 0.57035 2.23834 13.89180 0.15 -0.19 -0.18 -0.045
O 1.11323 1.43682 12.82039 -0.28 0.72 -0.91 -0.061
C 0.87805 1.85737 11.55045 -0.34 -0.04 0.23 -0.234
C 1.38781 1.04830 10.50542 -0.18 0.25 0.21 0.027
C 1.09319 1.35356 9.19229 -0.28 0.27 -0.07 0.007
C 0.28569 2.47563 8.86088 0.28 -0.02 0.69 -0.146
C -0.12131 2.75709 7.50893 -0.34 1.24 0.34 -0.121
O -0.73926 3.96747 7.38583 0.24 -1.25 -0.85 0.109
C -1.14277 4.42180 6.14815 0.33 -0.19 0.15 -0.140
C -0.94420 3.62928 4.99557 -0.64 1.20 0.35 -0.128
C -1.22132 4.23137 3.74011 -0.16 -0.15 -0.01 0.010
C -1.70660 5.52706 3.67901 0.14 -0.39 -0.22 -0.045
C -1.97540 6.24721 4.85670 0.07 -0.24 0.31 -0.029
C -1.69932 5.69582 6.10140 -0.01 0.16 -0.23 0.024
C -0.47634 2.32122 5.18029 1.30 -0.39 0.57 0.073
C 0.02958 1.92342 6.40625 -0.34 0.16 -0.43 0.054
C -0.14018 3.31535 9.91203 0.01 -0.13 0.00 0.011
C 0.12164 3.01327 11.23290 0.30 -0.36 0.28 0.009
H 0.89646 1.71735 14.79024 -0.14 0.20 -0.02 0.099
H 0.97784 3.25920 13.86632 -0.05 -0.32 0.03 0.101
H -0.52719 2.27169 13.83838 0.30 -0.07 0.03 0.102
H 1.97970 0.17752 10.78004 -0.09 0.21 -0.15 0.131
H 1.48888 0.73922 8.38669 -0.05 -0.03 0.29 0.116
H -1.03406 3.62929 2.84434 -0.16 0.29 0.30 0.120
H -1.89124 5.98877 2.70807 0.03 -0.15 0.31 0.119
H -2.39377 7.25104 4.79377 0.11 -0.26 0.03 0.122
H -1.88172 6.23333 7.02710 0.07 -0.04 -0.17 0.132
H -0.45127 1.65300 4.32537 -0.07 0.01 -0.12 0.075
H 0.54453 0.97388 6.52558 -0.36 0.16 -0.04 0.127
H -0.70460 4.21920 9.70818 0.01 -0.22 -0.08 0.126
H -0.28024 3.66076 12.01509 0.24 -0.26 -0.31 0.114
```
Forces are in eV/Å.

Output
maximum force	1.53	eV Å⁻¹
E_LUMO	-4.38	eV
calculated total energy	-34436.49646	eV
charge	+1
energy relative to the best compared isomer or geometry (same formula, charge and spin)	0.0	kJ/mol
highest occupied orbital energy	-10.9	eV

=====

Which of these has the highest maximum force?
C26H25F10MoN3SbSe